1.
ORCA calculation (ωB97M-V/def2-TZVPD) on a cluster of 9 separate species, C36H99N9O9 in total.

Cartesian coordinates (Å):
1 C -9.132 3.386 -14.372
2 C -9.972 3.961 -13.194
3 C -11.363 3.286 -13.097
4 O -11.205 1.909 -13.180
5 C -11.723 1.066 -12.182
6 N -9.196 3.725 -11.995
7 H -9.060 2.327 -14.125
8 H -8.100 3.735 -14.333
9 H -9.610 3.500 -15.345
10 H -10.084 5.036 -13.334
11 H -12.024 3.619 -13.897
12 H -11.938 3.578 -12.217
13 H -12.687 1.361 -11.768
14 H -11.078 1.118 -11.305
15 H -11.705 0.029 -12.517
16 H -8.264 3.835 -12.367
17 H -9.322 2.731 -11.861
18 C -15.478 2.515 -5.128
19 C -16.188 1.442 -5.986
20 C -15.860 1.340 -7.468
21 O -15.514 2.513 -8.158
22 C -15.537 2.348 -9.542
23 N -15.894 0.245 -5.218
24 H -14.398 2.418 -5.018
25 H -15.925 2.523 -4.134
26 H -15.759 3.535 -5.391
27 H -17.255 1.619 -5.855
28 H -16.723 0.803 -7.862
29 H -15.024 0.681 -7.701
30 H -14.763 1.725 -9.991
31 H -15.638 3.256 -10.136
32 H -16.449 1.805 -9.790
33 H -14.908 0.046 -5.303
34 H -16.217 0.396 -4.272
35 C -5.429 2.341 -7.025
36 C -6.703 1.905 -6.264
37 C -7.190 0.428 -6.389
38 O -7.423 0.005 -7.776
39 C -7.630 -1.357 -8.061
40 N -6.589 2.311 -4.831
41 H -5.499 2.373 -8.112
42 H -4.520 1.792 -6.778
43 H -5.139 3.309 -6.615
44 H -7.421 2.570 -6.743
45 H -8.106 0.279 -5.817
46 H -6.431 -0.285 -6.068
47 H -6.840 -1.982 -7.645
48 H -7.481 -1.508 -9.130
49 H -8.644 -1.720 -7.895
50 H -6.198 3.242 -4.834
51 H -5.930 1.715 -4.351
52 C -10.670 -1.900 -5.073
53 C -10.310 -3.397 -5.203
54 C -8.771 -3.623 -5.332
55 O -8.475 -4.988 -5.317
56 C -7.145 -5.242 -5.732
57 N -10.742 -4.078 -3.999
58 H -10.298 -1.315 -5.914
59 H -10.451 -1.463 -4.099
60 H -11.755 -1.857 -5.172
61 H -10.926 -3.920 -5.934
62 H -8.459 -3.150 -4.400
63 H -8.330 -3.025 -6.129
64 H -6.325 -4.898 -5.102
65 H -7.012 -4.759 -6.700
66 H -7.013 -6.305 -5.934
67 H -11.743 -4.140 -3.880
68 H -10.440 -5.041 -4.037
69 C -11.179 7.171 -9.142
70 C -9.730 6.930 -8.696
71 C -8.878 8.220 -8.513
72 O -7.472 8.011 -8.751
73 C -6.567 8.722 -7.894
74 N -9.810 6.188 -7.435
75 H -11.633 6.188 -9.017
76 H -11.160 7.566 -10.158
77 H -11.668 7.925 -8.526
78 H -9.107 6.308 -9.339
79 H -9.066 8.693 -7.549
80 H -9.205 9.057 -9.130
81 H -6.891 9.750 -8.050
82 H -5.496 8.598 -8.054
83 H -6.846 8.427 -6.882
84 H -8.856 6.007 -7.158
85 H -10.138 5.270 -7.699
86 C -7.168 -0.967 -12.122
87 C -7.737 -2.367 -12.475
88 C -9.221 -2.431 -12.263
89 O -9.497 -2.681 -10.895
90 C -10.900 -2.767 -10.738
91 N -7.203 -2.784 -13.751
92 H -7.474 -0.312 -12.937
93 H -6.080 -0.925 -12.147
94 H -7.610 -0.536 -11.223
95 H -7.300 -3.081 -11.777
96 H -9.743 -3.151 -12.893
97 H -9.670 -1.446 -12.388
98 H -11.190 -3.607 -11.368
99 H -11.391 -1.804 -10.879
100 H -11.055 -2.938 -9.673
101 H -6.226 -2.531 -13.713
102 H -7.150 -3.790 -13.669
103 C -11.934 10.695 -6.896
104 C -12.946 9.962 -5.962
105 C -14.403 10.053 -6.596
106 O -14.808 11.330 -6.915
107 C -14.927 12.237 -5.832
108 N -12.579 8.676 -5.434
109 H -12.162 11.761 -6.876
110 H -12.122 10.395 -7.927
111 H -10.890 10.632 -6.588
112 H -13.175 10.602 -5.110
113 H -15.244 9.658 -6.027
114 H -14.244 9.469 -7.502
115 H -15.693 11.968 -5.106
116 H -15.246 13.229 -6.151
117 H -13.976 12.537 -5.393
118 H -12.275 7.990 -6.109
119 H -11.724 8.724 -4.898
120 C -9.385 2.132 -9.058
121 C -10.432 1.517 -8.144
122 C -11.736 2.369 -7.935
123 O -11.620 3.596 -7.307
124 C -12.917 4.255 -7.244
125 N -10.708 0.221 -8.671
126 H -9.897 2.274 -10.010
127 H -8.368 1.742 -9.037
128 H -9.112 3.117 -8.679
129 H -9.962 1.379 -7.170
130 H -12.422 1.728 -7.381
131 H -12.221 2.529 -8.898
132 H -13.437 4.190 -8.200
133 H -12.986 5.319 -7.014
134 H -13.493 3.758 -6.464
135 H -10.679 -0.390 -7.866
136 H -9.910 -0.081 -9.212
137 C -16.094 6.312 -7.574
138 C -17.396 5.639 -6.944
139 C -18.669 6.636 -6.825
140 O -19.650 5.945 -6.091
141 C -20.982 6.525 -6.120
142 N -17.657 4.377 -7.648
143 H -15.937 7.243 -7.029
144 H -16.198 6.467 -8.648
145 H -15.237 5.644 -7.485
146 H -17.091 5.487 -5.908
147 H -19.077 6.777 -7.826
148 H -18.323 7.500 -6.258
149 H -20.934 7.565 -5.798
150 H -21.654 6.015 -5.429
151 H -21.469 6.544 -7.095
152 H -16.848 3.776 -7.583
153 H -18.439 3.946 -7.175

* E_tot: -70765.552 eV
* frontier orbital gap (alpha / beta): 1.27 / 9.00 eV
* multiplicity: 2
* total charge: -1
* ΔE to the lowest compared entry with this formula, charge and spin: 68.58 kcal/mol

2.
ORCA calculation (ωB97M-V/def2-TZVPD) on a cluster of 4 separate species, C39H61N3O11P in total.

Cartesian coordinates (Å):
1 C 1.658 -0.603 4.209
2 C 0.553 -1.449 5.136
3 O 0.759 -2.906 5.095
4 C -0.313 -3.575 4.290
5 O -1.114 -4.419 4.945
6 C -0.344 -3.237 2.686
7 C -1.626 -3.852 1.869
8 C -1.285 -4.441 0.378
9 C -0.535 -3.390 -0.632
10 C -0.311 -1.784 -0.388
11 C 0.514 -0.894 -1.501
12 C 0.700 0.709 -1.182
13 C -0.761 1.395 -0.774
14 C -1.199 2.612 -1.834
15 C -2.229 3.706 -1.177
16 N -3.215 3.137 -0.177
17 C -4.489 2.318 -0.404
18 C -5.101 2.080 1.114
19 C -4.094 2.818 2.182
20 C -2.889 3.478 1.288
21 C 1.103 -1.656 -2.867
22 C 1.961 -0.753 -3.939
23 C 3.370 -0.134 -3.320
24 C 3.630 1.508 -3.137
25 C 5.062 2.127 -2.535
26 C 6.305 1.143 -2.042
27 C 6.068 -0.472 -2.225
28 C 4.664 -1.086 -2.859
29 C 4.629 -2.750 -3.007
30 N 0.826 -3.157 -3.072
31 P 1.377 -4.064 -4.548
32 N 0.812 -3.314 -5.867
33 C 0.062 -4.015 -2.049
34 H 1.184 -0.290 3.163
35 H 2.657 -1.217 4.079
36 H 1.954 0.430 4.727
37 H 0.613 -0.980 6.207
38 H -0.502 -1.169 4.680
39 H -0.434 -2.050 2.597
40 H 0.702 -3.493 2.172
41 H -2.016 -4.780 2.510
42 H -2.558 -3.121 1.800
43 H -2.318 -4.753 -0.126
44 H -0.630 -5.424 0.454
45 H -0.710 -1.265 0.581
46 H 1.428 0.947 -0.292
47 H 1.013 1.223 -2.200
48 H -0.781 1.832 0.314
49 H -1.659 0.618 -0.830
50 H -0.249 3.069 -2.344
51 H -1.815 2.048 -2.687
52 H -2.885 4.193 -2.044
53 H -1.603 4.538 -0.600
54 H -4.935 1.965 -1.440
55 H -6.116 1.501 1.343
56 H -4.194 2.910 3.368
57 H -1.994 4.115 1.725
58 H 1.282 0.189 -4.208
59 H 2.257 -1.316 -4.924
60 H 2.823 2.314 -3.423
61 H 5.264 3.294 -2.428
62 H 7.315 1.517 -1.582
63 H 6.927 -1.229 -1.893
64 H 5.707 -3.173 -2.730
65 H 3.764 -3.234 -2.386
66 H 4.528 -2.938 -4.182
67 H 2.807 -4.235 -4.511
68 H 0.812 -5.419 -4.536
69 H 0.166 -3.928 -6.426
70 H -0.112 -5.179 -2.249
71 C -4.730 -0.084 9.434
72 C -3.265 0.276 9.249
73 O -2.427 -0.875 9.409
74 C -2.421 -1.745 8.371
75 O -3.049 -1.630 7.329
76 O -1.612 -2.786 8.695
77 C -1.603 -3.831 7.725
78 H -4.886 -0.582 10.394
79 H -5.357 0.813 9.390
80 H -5.072 -0.775 8.658
81 H -2.971 0.992 10.025
82 H -3.083 0.758 8.281
83 H -1.355 -3.450 6.729
84 H -2.575 -4.335 7.715
85 H -0.839 -4.557 8.016
86 C 8.319 0.622 -4.972
87 C 8.123 -0.497 -5.981
88 O 9.354 -0.818 -6.642
89 C 10.243 -1.532 -5.911
90 O 10.084 -1.925 -4.765
91 O 11.357 -1.719 -6.663
92 C 12.419 -2.369 -5.967
93 H 8.775 1.494 -5.448
94 H 7.362 0.916 -4.531
95 H 8.987 0.315 -4.161
96 H 7.426 -0.162 -6.758
97 H 7.686 -1.391 -5.520
98 H 12.089 -3.317 -5.531
99 H 12.815 -1.704 -5.194
100 H 13.216 -2.579 -6.685
101 C -10.599 5.791 -2.377
102 C -10.858 5.581 -0.895
103 O -9.787 4.850 -0.283
104 C -8.650 5.552 -0.061
105 O -8.468 6.732 -0.323
106 O -7.734 4.714 0.486
107 C -6.449 5.306 0.670
108 H -10.409 4.837 -2.875
109 H -11.456 6.278 -2.853
110 H -9.717 6.418 -2.543
111 H -11.763 4.976 -0.771
112 H -11.029 6.529 -0.372
113 H -6.515 6.230 1.252
114 H -5.986 5.494 -0.303
115 H -5.825 4.597 1.220

* E_tot: -77679.946 eV
* frontier orbital gap: 5.14 eV
* total charge: +1

3.
ORCA calculation (ωB97M-V/def2-TZVPD) on a cluster of 2 separate species, C2H7NO2P in total.

Cartesian coordinates (Å):
1 C -1.962 -0.066 -0.651
2 C -1.610 1.235 -0.686
3 N 1.435 -0.345 1.498
4 O 2.382 0.190 -0.933
5 O 4.061 0.033 0.898
6 P 2.679 0.431 0.469
7 H -1.407 -0.747 -0.105
8 H -2.823 -0.463 -1.246
9 H 2.361 1.716 0.743
10 H -0.605 1.647 -0.207
11 H -2.206 1.901 -1.315
12 H 0.577 0.011 0.934
13 H 1.553 -1.363 1.353

* E_tot: -17063.420 eV
* frontier orbital gap: 8.12 eV
* total charge: -1
* ΔE to the lowest compared entry with this formula, charge and spin: 19.41 kcal/mol

4.
ORCA calculation (ωB97M-V/def2-TZVPD) on a cluster of 2 separate species, C10H16O in total.

Cartesian coordinates (Å):
1 C 1.758 0.616 1.978
2 C 1.157 -0.551 1.173
3 C 1.206 -0.642 -0.280
4 C 0.463 -1.656 -0.952
5 C 0.009 -2.724 -0.160
6 O -0.511 -3.828 -0.787
7 C -0.038 -2.624 1.199
8 C 0.622 -1.544 1.844
9 H 1.747 1.618 1.451
10 H 2.829 0.385 2.300
11 H 1.235 0.687 2.984
12 H 1.618 0.150 -0.862
13 H 0.523 -1.652 -2.023
14 H -1.528 -3.804 -0.758
15 H -0.324 -3.514 1.681
16 H 0.752 -1.560 2.916
17 C -2.227 1.388 -1.497
18 C -1.248 1.989 -0.490
19 C 0.153 2.205 -1.064
20 H -2.339 0.319 -1.474
21 H -1.815 1.614 -2.467
22 H -3.169 1.888 -1.453
23 H -1.589 2.882 -0.004
24 H -0.976 1.207 0.315
25 H 0.236 3.281 -1.427
26 H 1.006 2.219 -0.272
27 H 0.447 1.652 -1.873

* E_tot: -12675.423 eV
* frontier orbital gap: 9.62 eV
* total charge: 0
* ΔE to the lowest compared entry with this formula, charge and spin: 53.08 kcal/mol
* SMILES: Cc1ccc(O)cc1.CCC

5.
ORCA calculation (ωB97M-V/def2-TZVPD) on a structure of composition C18H41N2OP3SYb.

Cartesian coordinates (Å):
1 Yb -0.800 1.069 -0.052
2 P -2.439 -0.622 -2.020
3 P -2.253 0.058 2.292
4 P 0.088 -1.561 -0.016
5 H 1.633 2.996 -0.346
6 C 1.871 2.134 -0.994
7 C 1.251 1.919 -2.165
8 H 0.460 2.580 -2.542
9 C -3.622 0.339 -3.046
10 C -3.646 -1.867 -1.420
11 C -1.668 -1.543 -3.406
12 C -1.337 0.735 3.729
13 C -3.856 0.903 2.564
14 C -2.682 -1.587 2.982
15 C 1.429 -1.746 -1.249
16 C -0.563 -3.258 0.033
17 C 0.941 -1.529 1.605
18 H 2.708 1.507 -0.672
19 H 1.563 1.108 -2.827
20 H -3.121 1.225 -3.453
21 H -4.484 0.659 -2.451
22 H -3.987 -0.291 -3.874
23 H -4.373 -1.361 -0.766
24 H -3.152 -2.658 -0.841
25 H -4.176 -2.308 -2.280
26 H -0.999 -0.853 -3.939
27 H -2.470 -1.873 -4.079
28 H -1.088 -2.403 -3.050
29 H -1.897 0.524 4.652
30 H -1.215 1.819 3.595
31 H -0.333 0.291 3.773
32 H -4.116 0.890 3.631
33 H -4.638 0.388 1.992
34 H -3.783 1.940 2.213
35 H -3.143 -1.460 3.973
36 H -1.786 -2.218 3.055
37 H -3.385 -2.089 2.302
38 H 2.119 -2.557 -0.974
39 H 2.006 -0.817 -1.359
40 H 0.989 -1.959 -2.231
41 H 0.235 -3.963 0.296
42 H -0.983 -3.532 -0.941
43 H -1.364 -3.329 0.777
44 H 1.657 -2.364 1.681
45 H 0.227 -1.589 2.440
46 H 1.503 -0.589 1.729
47 C 5.670 -0.210 0.659
48 C 6.384 -0.303 1.866
49 C 7.715 0.108 1.936
50 C 8.364 0.577 0.786
51 C 7.717 0.504 -0.463
52 C 6.378 0.078 -0.530
53 S 3.961 -0.515 0.680
54 H 3.447 0.713 1.173
55 H 5.853 -0.696 2.728
56 H 8.252 0.058 2.886
57 H 9.376 0.977 0.856
58 H 8.269 0.769 -1.371
59 H 5.876 -0.046 -1.491
60 N -3.312 4.156 -1.682
61 C -3.438 3.088 -0.878
62 N -4.665 2.785 -0.416
63 O -2.429 2.372 -0.573
64 H -4.108 4.736 -1.898
65 H -2.425 4.375 -2.120
66 H -4.735 1.953 0.159
67 H -5.467 3.367 -0.626

* E_tot: -94566.334 eV
* frontier orbital gap (alpha / beta): 5.16 / 3.72 eV
* multiplicity: 2
* total charge: +3
* ΔE to the lowest compared entry with this formula, charge and spin: 11.74 kcal/mol

6.
ORCA calculation (ωB97M-V/def2-TZVPD) on a structure of composition C28H64B2CsO14S7.

Cartesian coordinates (Å):
1 Cs 3.082 -0.969 -0.381
2 B 0.078 0.520 0.030
3 H -0.648 1.277 -0.221
4 H 1.057 0.854 -0.278
5 H -0.053 0.392 1.094
6 H -0.155 -0.405 -0.473
7 B 5.813 -0.659 -2.042
8 H 6.496 -1.057 -2.777
9 H 5.608 -1.395 -1.280
10 H 6.336 0.154 -1.563
11 H 4.936 -0.306 -2.561
12 C -4.277 -0.753 3.752
13 C -3.583 -0.090 4.980
14 C -2.867 -1.261 5.673
15 S -2.190 -2.300 4.324
16 O -2.648 -3.668 4.490
17 O -0.729 -1.969 4.451
18 C -3.141 -1.421 2.980
19 H -4.718 0.093 3.226
20 H -5.081 -1.374 4.145
21 H -4.328 0.307 5.669
22 H -2.913 0.717 4.685
23 H -3.600 -1.790 6.282
24 H -2.140 -0.962 6.427
25 H -3.195 -2.025 2.074
26 H -2.401 -0.709 2.613
27 C 1.833 2.229 4.793
28 C 1.124 1.123 3.983
29 C 1.885 -0.142 4.275
30 S 3.554 0.463 4.029
31 O 3.829 0.279 2.614
32 O 4.564 0.087 5.000
33 C 3.293 2.238 4.487
34 H 1.479 1.975 5.792
35 H 1.305 3.142 4.518
36 H 1.199 1.286 2.909
37 H 0.070 0.948 4.203
38 H 1.780 -1.131 3.827
39 H 2.051 -0.280 5.343
40 H 3.627 2.696 3.556
41 H 3.948 2.446 5.334
42 C 1.710 5.712 -0.864
43 C 1.174 4.437 -0.273
44 C 2.242 3.548 0.416
45 S 3.866 4.209 -0.172
46 O 4.310 3.714 -1.505
47 O 4.813 4.077 0.935
48 C 3.216 5.925 -0.321
49 H 0.984 6.494 -0.640
50 H 1.623 6.019 -1.907
51 H 0.562 3.838 -0.948
52 H 0.469 4.674 0.523
53 H 2.315 2.469 0.280
54 H 2.318 3.829 1.466
55 H 3.992 6.490 -0.838
56 H 3.123 6.473 0.617
57 C 2.634 -8.168 0.432
58 C 1.355 -8.035 -0.545
59 C 1.043 -6.600 -0.710
60 S 2.025 -5.606 0.499
61 O 1.336 -5.658 1.794
62 O 2.382 -4.363 -0.022
63 C 3.418 -6.854 0.397
64 H 3.278 -8.944 0.020
65 H 2.445 -8.433 1.472
66 H 0.368 -8.300 -0.166
67 H 1.572 -8.669 -1.404
68 H -0.013 -6.373 -0.855
69 H 1.501 -6.218 -1.623
70 H 4.035 -6.706 1.284
71 H 4.029 -6.835 -0.505
72 C -3.893 1.866 0.820
73 C -5.384 2.079 0.508
74 C -5.394 2.580 -0.899
75 S -3.851 3.612 -1.159
76 O -4.341 4.965 -1.109
77 O -3.111 3.126 -2.261
78 C -3.126 3.103 0.461
79 H -3.478 1.088 0.180
80 H -3.758 1.413 1.801
81 H -5.891 2.814 1.133
82 H -5.899 1.143 0.722
83 H -6.216 3.281 -1.045
84 H -5.291 1.814 -1.668
85 H -3.344 3.892 1.181
86 H -2.056 2.979 0.295
87 C -4.215 -2.413 -2.922
88 C -3.312 -1.260 -2.475
89 C -1.880 -1.928 -2.321
90 S -1.702 -3.134 -3.698
91 O -1.153 -4.275 -2.936
92 O -0.961 -2.362 -4.727
93 C -3.521 -3.292 -4.074
94 H -5.070 -1.800 -3.207
95 H -4.681 -3.005 -2.133
96 H -3.651 -0.828 -1.534
97 H -3.450 -0.376 -3.097
98 H -1.816 -2.440 -1.360
99 H -1.210 -1.068 -2.310
100 H -3.853 -4.323 -3.944
101 H -3.700 -2.817 -5.038
102 C 1.519 1.369 -3.546
103 C 1.274 2.909 -3.671
104 C 1.437 3.364 -5.131
105 S 1.687 1.882 -6.154
106 O 3.098 1.614 -6.236
107 O 0.845 1.983 -7.358
108 C 0.956 0.733 -4.817
109 H 1.092 0.969 -2.626
110 H 2.584 1.158 -3.449
111 H 2.018 3.417 -3.058
112 H 0.290 3.226 -3.325
113 H 2.293 3.991 -5.383
114 H 0.466 3.793 -5.377
115 H 1.372 -0.264 -4.965
116 H -0.130 0.720 -4.912

* E_tot: -136476.614 eV
* frontier orbital gap: 6.64 eV
* total charge: -1